Entry 1:
Below is a cluster of 3 separate species, C34H62FN5O6S2 in total at a distorted geometry, with properties calculated with ωB97M-V with the def2-TZVPD basis set.

Maximum force in eV/Å: 2.4
SMILES: C=Cc1nc2c(OCCC)c(C)c(S(=O)(=O)F)c(CCCCCN)c2nc1CCCS(=O)(=O)O.CCN(CC)CC.CCN(CC)CC
Orbital gap in eV: 7.24
Energy in a.u.: -2954.028936
LUMO level in eV: -0.60

Atoms and positions in Å:
1 S -4.3928 -5.8551 4.4843
2 S -1.9652 -0.6931 -2.7750
3 F -3.4527 -1.1488 -2.7876
4 O -5.7924 -5.6098 4.6574
5 O 2.1560 -1.3147 0.0885
6 O -1.9886 0.6790 -2.3855
7 O -4.1224 -7.4072 4.7072
8 O -1.3335 -0.9860 -4.0167
9 O -3.5157 -5.1274 5.3486
10 N -0.6278 4.2435 -6.1836
11 N 5.9519 3.7651 2.4131
12 N -1.5090 -4.2475 0.9718
13 N -7.9309 -1.2369 1.2339
14 N 1.0856 -3.3175 1.5563
15 C 0.1905 -1.1228 -1.2300
16 C -1.5877 5.1072 -5.5230
17 C -1.1444 -1.5951 -1.4874
18 C 6.9061 5.2378 4.2836
19 C 0.3415 -2.7855 0.5441
20 C 6.8081 2.5918 2.4463
21 C -5.5726 -2.6570 -0.5889
22 C 6.0875 4.0387 -0.0548
23 C -3.0789 -3.2035 -1.0472
24 C 0.7023 4.2204 -5.6010
25 C -1.1146 6.5488 -5.4069
26 C -1.7051 -2.6359 -0.7930
27 C -1.1748 2.9503 -6.5599
28 C -0.9492 -3.2324 0.2535
29 C 2.6522 0.9433 1.0003
30 C -2.7915 -6.3119 2.2319
31 C 6.1801 4.6884 1.3177
32 C -7.9190 -2.4873 0.4480
33 C 0.8429 -0.0201 -2.0211
34 C 1.0389 -4.2916 4.6368
35 C -1.6289 2.0130 -5.4369
36 C 1.1884 -4.8859 3.4260
37 C 0.8375 3.8144 -4.1263
38 C 0.8908 -1.7274 -0.2240
39 C -4.1176 -2.5742 -0.0899
40 C 8.3256 2.8158 2.4952
41 C 2.2003 -0.4953 1.2729
42 C -1.4399 -5.8466 2.7876
43 C 5.7477 4.4264 3.6906
44 C -3.9762 -5.5138 2.7843
45 C 0.5069 -4.2615 2.2498
46 C 1.6502 1.9016 1.6685
47 C -6.5236 -3.1273 0.5283
48 C -0.8133 -4.7536 1.9505
49 H 1.2245 -0.4669 1.7634
50 H -3.3829 -3.1388 -2.0856
51 H -6.1279 -2.8640 1.5091
52 H 1.1401 5.2152 -5.7192
53 H -4.0497 -3.1473 0.8375
54 H -3.0378 -4.2654 -0.8053
55 H -2.5057 5.0981 -6.1169
56 H 6.5112 1.9652 3.2911
57 H -0.7678 -6.7023 2.8476
58 H -5.6654 -3.2911 -1.4697
59 H 0.7402 2.7387 -3.9851
60 H 1.3311 3.5685 -6.2124
61 H 5.4136 5.4662 1.3721
62 H -3.8323 -4.4365 2.7147
63 H 6.5861 1.9817 1.5662
64 H 0.1019 4.3125 -3.4931
65 H 2.0148 2.9299 1.6376
66 H 1.3054 -3.2434 4.7651
67 H -0.4403 2.4327 -7.1833
68 H 3.6042 1.1540 1.4887
69 H 1.8273 4.0973 -3.7604
70 H 1.8649 0.1206 -1.6849
71 H 0.8872 -0.2898 -3.0761
72 H 2.8641 -0.9963 1.9797
73 H 6.8978 3.3291 -0.2275
74 H -4.8891 -5.7501 2.2338
75 H 2.6700 1.2039 -0.0547
76 H -2.0287 3.1365 -7.2198
77 H -5.8864 -1.6355 -0.8211
78 H -8.5991 -3.1822 0.9432
79 H 8.6532 3.5698 1.7785
80 H -6.6108 -4.2187 0.4867
81 H -8.7224 -1.2182 1.8627
82 H 8.6673 3.1097 3.4862
83 H 8.8389 1.8850 2.2453
84 H 6.5383 5.8469 5.1117
85 H -2.9306 -7.3577 2.5138
86 H 7.1508 5.2029 1.3997
87 H 7.3499 5.9146 3.5528
88 H -3.8181 -1.5571 0.1663
89 H 4.8900 5.0970 3.5753
90 H 1.7936 -5.7770 3.2718
91 H -2.8372 -6.2834 1.1455
92 H -8.2104 -2.3149 -0.5889
93 H 7.6914 4.5981 4.6837
94 H 0.3066 0.9180 -1.8999
95 H 0.6794 1.8834 1.1678
96 H -8.0486 -0.4277 0.6376
97 H 6.1549 4.8037 -0.8291
98 H -2.2092 1.1876 -5.8538
99 H -0.7866 1.5693 -4.9111
100 H 5.1375 3.5157 -0.1762
101 H 0.6098 -4.7871 5.5046
102 H 1.4933 1.6510 2.7197
103 H -1.9197 7.1700 -5.0123
104 H -0.2653 6.6492 -4.7299
105 H -2.2615 2.5191 -4.7072
106 H -1.8644 4.7440 -4.5203
107 H -4.3534 -7.9208 3.9205
108 H -1.6117 -5.4449 3.7887
109 H 5.4288 3.6767 4.4200
110 H -0.8278 6.9428 -6.3828

***

Entry 2:
Below is a cluster of 7 separate species, C34H63FN3O12S6 in total at a distorted geometry, with properties calculated with ωB97M-V with the def2-TZVPD basis set.

Total charge: +1
Maximum force in eV/Å: 4.6
Orbital gap in eV: 7.45
Energy in a.u.: -4889.012843
LUMO level in eV: -3.73

Atoms and positions in Å:
1 S -3.1407 5.3553 2.9821
2 S -9.1739 0.9052 -3.1395
3 S 4.5110 -4.0840 1.4102
4 S 3.0080 2.8380 3.1511
5 S 7.8661 -1.7825 -3.8244
6 S -2.6784 -0.4777 -2.1834
7 F -3.1871 0.6954 2.1718
8 O -4.4049 5.6313 3.6254
9 O 8.6834 -1.9371 -2.6422
10 O 3.4083 -4.8512 0.8759
11 O 2.2695 4.0007 2.7142
12 O -7.8518 0.3156 -3.0984
13 O -2.9347 5.5625 1.5670
14 O 2.9036 2.3169 4.4956
15 O -1.6751 -0.1048 -3.1531
16 O 4.5336 -3.6183 2.7801
17 O -2.3579 -1.2589 -1.0036
18 O -10.3349 0.1614 -3.5686
19 O 6.8516 -2.7451 -4.1917
20 N -0.6292 -0.0792 3.7419
21 N 0.6616 -1.4100 2.0413
22 N -1.8047 -1.2110 1.9514
23 C 8.1576 0.7306 -4.4925
24 C -3.5553 0.9926 -1.6813
25 C 6.0273 -4.9598 1.0726
26 C -9.0851 2.4411 -4.0535
27 C -0.6446 -0.9474 2.5313
28 C -5.2446 -0.3042 -2.8591
29 C 4.7329 3.0701 2.7419
30 C -1.8279 6.1812 3.8761
31 C 0.8753 -2.8750 2.2492
32 C -2.6370 3.6934 3.3891
33 C -3.5910 -1.1905 3.8558
34 C -4.6947 1.1119 -2.6849
35 C 5.0671 2.0071 1.6915
36 C 8.9395 -1.4914 -5.2259
37 C 7.1331 -0.1558 -3.7962
38 C 3.7751 1.6913 0.9306
39 C -4.0482 -1.2415 -3.0428
40 C -0.1540 -3.4664 -0.2594
41 C 2.7013 1.5158 1.9965
42 C 6.4547 -4.4572 -0.3007
43 C -9.5148 1.6413 -1.5503
44 C -9.3989 3.5540 -3.0514
45 C 8.6428 -0.0683 -5.7036
46 C 6.2190 -2.9462 -0.2817
47 C -3.1519 -0.7355 2.3839
48 C 0.0106 -3.8125 1.2643
49 C -8.9719 3.0596 -1.6680
50 C -1.0373 -4.3788 -1.1596
51 C -1.5220 -5.9590 0.9885
52 C -1.1576 3.8144 3.7079
53 C -1.0150 5.0778 4.5577
54 C -1.7203 -5.5991 -0.5032
55 C -0.6481 -5.0735 1.9144
56 C 4.8300 -2.7058 0.3136
57 H 5.4293 1.1003 2.1870
58 H 8.7290 -2.2285 -6.0013
59 H 5.8360 -4.9177 -1.0777
60 H -2.8400 3.0267 2.5519
61 H 3.8764 0.7968 0.3119
62 H 2.8274 0.5712 2.5311
63 H 6.7531 -4.6773 1.8385
64 H 9.9719 -1.5926 -4.8870
65 H -2.0128 -6.8804 1.4425
66 H -5.9283 -0.3698 -3.7040
67 H -0.3704 0.8686 3.4213
68 H -3.6573 -0.2452 4.5168
69 H 0.1206 -0.4814 4.3387
70 H -2.8816 1.8494 -1.6913
71 H -0.4758 -5.3076 3.0251
72 H -3.9304 -1.1728 1.6523
73 H -1.1568 -4.0905 -2.2516
74 H 4.7907 -1.7748 0.8816
75 H 1.6872 1.5924 1.6030
76 H -4.2391 -2.2268 -2.6156
77 H 8.9987 0.9303 -3.8207
78 H -2.2616 6.8691 4.6025
79 H 0.7733 -3.1729 3.3541
80 H 4.0585 -2.7031 -0.4591
81 H -3.7742 -1.3392 -4.0947
82 H -7.8789 3.0497 -1.6004
83 H 0.0304 5.3722 4.6731
84 H -2.8254 -1.9286 4.2636
85 H 6.2007 -0.2001 -4.3636
86 H -3.9367 0.8255 -0.6710
87 H 9.5249 0.3857 -6.1601
88 H 5.8571 2.3511 1.0205
89 H -5.4634 1.8050 -2.3379
90 H 1.9791 -3.0788 1.9706
91 H -1.7803 -1.8036 1.0874
92 H 5.3371 2.9524 3.6419
93 H -2.3974 -6.2466 -1.1683
94 H -3.2046 3.3789 4.2679
95 H -5.8029 -0.5907 -1.9630
96 H 6.3002 -2.5125 -1.2807
97 H -0.5843 3.9243 2.7813
98 H 7.8552 -0.0916 -6.4638
99 H -0.7878 2.9290 4.2311
100 H 0.8631 -1.1042 1.0798
101 H -9.0358 1.0618 -0.7614
102 H -10.4748 3.7557 -3.0499
103 H -9.8083 2.4181 -4.8694
104 H -8.8922 4.4827 -3.3227
105 H 4.8533 4.0787 2.3428
106 H 3.5188 2.5294 0.2744
107 H 0.3902 -2.5437 -0.6459
108 H -9.3535 3.7022 -0.8721
109 H -1.4152 4.8898 5.5593
110 H -10.5978 1.6448 -1.4100
111 H -4.3133 1.4807 -3.6427
112 H -8.0747 2.5374 -4.4550
113 H 6.9769 -2.4672 0.3465
114 H -4.6188 -1.6889 3.8196
115 H 7.7249 1.6892 -4.7859
116 H 6.9333 0.1447 -2.7677
117 H -1.2249 6.7345 3.1541
118 H 5.8502 -6.0346 1.1012
119 H 7.4975 -4.7019 -0.5104

***

Question: energy of number 1 (C34H62FN5O6S2)?
Answer: -2954.028936 a.u.